# C21H54O19P4

A cluster of 7 separate species, C21H54O19P4 in total in a non-equilibrium geometry (ωB97M-V with the def2-TZVPD basis set, the Open Molecules 2025 dataset).

Geometry as XYZ:
```
98
Properties=species:S:1:pos:R:3:forces:R:3
C 3.14148 2.98920 0.21972 -1.20 -0.65 0.67
O 2.45248 4.21020 -0.22428 1.26 0.60 0.67
P 3.01248 5.05620 -1.46528 0.01 -0.33 -0.41
O 3.11448 4.20420 -2.60428 0.94 -2.65 -2.66
O 1.88948 6.08820 -1.83228 -1.75 2.02 1.84
C 0.47848 5.91220 -1.46728 -0.86 1.85 2.65
O 4.38248 5.84520 -1.27328 -1.23 0.29 5.09
C 5.31548 6.11320 -2.28628 -0.67 -1.01 -2.08
H 4.14548 3.13420 0.50972 1.26 0.87 0.13
H 3.19848 2.16520 -0.51428 -0.57 0.62 0.11
H 2.64848 2.66220 1.17972 0.07 0.35 -1.25
H 0.31448 5.67620 -0.33128 0.75 0.82 -1.89
H 0.17648 5.03820 -1.92428 -0.87 -1.74 -1.37
H -0.30552 6.78820 -1.72428 2.65 -1.65 0.23
H 5.79048 5.14720 -2.45128 -0.40 -0.15 -1.17
H 6.22148 6.75520 -2.26828 -1.24 0.61 1.59
H 4.50648 6.47520 -2.92928 1.85 0.02 -2.06
C -1.26552 -1.65180 -4.82628 -0.52 2.98 1.66
O -1.36152 -2.87280 -4.12828 0.92 -1.17 -0.65
P -0.24252 -3.29380 -3.10328 -1.12 2.28 5.65
O 0.77848 -2.25280 -2.78728 -0.20 -1.08 -1.67
O -1.29952 -3.20780 -1.75128 3.55 -5.58 -0.81
C -1.80452 -2.01280 -1.40028 -0.83 2.09 -3.38
O 0.26548 -4.81780 -3.02428 -4.03 2.50 -2.49
C 1.49948 -5.01680 -2.50928 1.51 -3.75 -0.54
H -1.33052 -0.65480 -4.22528 -0.65 -2.08 0.09
H -2.05552 -1.63980 -5.51228 -0.94 -0.06 -1.13
H -0.34952 -1.39480 -5.24228 1.95 -0.77 -1.33
H -2.44852 -1.98780 -0.56528 0.11 -0.34 1.67
H -2.55652 -1.97680 -2.22728 0.08 2.01 0.36
H -0.95552 -1.29180 -1.46828 -1.16 0.32 0.47
H 1.50348 -5.98780 -2.10328 -0.89 -1.62 1.13
H 1.72048 -4.47580 -1.69928 1.27 2.86 2.40
H 2.25948 -5.29980 -3.19028 1.02 1.43 -1.44
C 4.12448 -1.76380 -3.79628 1.50 -5.18 0.10
O 3.51948 -0.68980 -3.22628 -2.96 0.49 1.48
P 3.10848 -0.77180 -1.66928 2.23 0.79 5.67
O 4.23548 -0.12580 -0.90828 -1.36 -0.23 -1.12
O 1.71648 0.08420 -1.16928 2.12 -2.86 -1.74
C 1.13048 0.92220 -2.12828 -3.75 -0.37 -1.28
O 3.03648 -2.29180 -0.95228 0.92 1.10 -4.26
C 2.47848 -2.65380 0.30572 -0.55 4.50 -0.87
H 5.03748 -2.10980 -3.23228 -0.96 0.40 0.01
H 4.53348 -1.60380 -4.74428 0.22 1.33 -1.60
H 3.51248 -2.74080 -3.98728 0.34 1.91 0.85
H -0.04152 1.04420 -1.78028 2.90 -0.02 -0.91
H 1.06248 0.43820 -3.20728 0.41 1.09 2.19
H 1.66148 1.86420 -2.08028 -0.21 0.43 -0.61
H 2.27648 -1.59980 0.66072 -0.70 -1.44 0.87
H 3.26148 -3.00280 0.95572 -0.09 -1.09 -0.01
H 1.56848 -3.14180 -0.01028 -0.20 -0.81 1.22
C -1.26852 1.05220 5.45872 -2.94 1.23 -1.90
O -0.31652 0.06020 5.08972 1.81 1.02 -0.80
P -0.34452 -0.35380 3.53572 -5.97 -5.23 0.25
O -1.68652 -1.06380 3.41672 1.86 0.46 0.23
O -0.45752 0.74720 2.47972 1.70 2.78 0.24
C 0.12648 0.67720 1.19872 0.96 2.22 -1.81
O 0.81748 -1.32880 3.03772 1.79 -0.10 1.49
C 1.47348 -2.29080 3.97372 -0.76 -0.89 -0.05
H -2.35552 0.65620 5.58072 2.09 0.22 -0.39
H -1.33052 1.93220 4.71472 0.13 -1.60 0.56
H -1.02052 1.59120 6.32472 0.91 -0.08 1.54
H 1.23748 0.71020 1.12972 -0.70 -0.80 0.76
H -0.07152 1.65520 0.62572 -0.49 -1.45 0.96
H -0.32352 -0.17280 0.72172 0.17 -0.33 -0.65
H 1.72648 -1.75080 4.83272 -0.51 0.88 1.80
H 2.51948 -2.63380 3.79672 -0.98 0.21 -1.67
H 0.79448 -3.17680 4.21572 0.84 1.43 -0.55
C -0.76852 -4.76880 1.65372 1.80 -3.70 2.85
C -0.55152 -5.88380 0.63972 -0.08 -0.54 -1.42
C -1.70952 -6.21180 -0.29428 -2.04 0.63 5.46
O 0.44848 -6.56880 0.53272 -0.01 0.73 0.70
H 0.24948 -4.77280 2.30172 -2.45 0.68 -1.53
H -1.56352 -5.29380 2.33772 1.16 1.36 -0.97
H -1.14752 -3.86380 1.25772 -0.15 0.96 -0.23
H -2.47752 -5.41880 -0.21228 -0.12 -0.91 0.14
H -2.03152 -7.26180 -0.17828 -0.37 0.57 0.84
H -1.47752 -6.25280 -1.22828 2.29 0.34 -5.92
C -5.48552 0.95220 1.82472 2.03 -2.30 3.40
C -5.50552 -0.29980 0.97172 -0.04 2.54 -0.60
C -4.65552 -1.42680 1.38672 -3.93 -0.32 0.74
O -6.16352 -0.30480 -0.04228 -0.12 -0.57 -0.21
H -6.06652 0.68520 2.76672 0.22 0.69 -1.15
H -5.66452 1.91320 1.44572 -0.93 0.88 -0.95
H -4.44152 0.99020 2.27572 -0.91 0.05 -0.51
H -4.87552 -2.15980 0.70772 -0.44 -2.18 -1.75
H -4.93852 -1.80580 2.34472 -0.50 -0.12 0.90
H -3.67652 -1.35480 1.46872 4.75 1.32 0.21
C -3.84052 5.10920 1.91472 1.79 5.08 -6.34
C -2.38152 5.26220 2.14072 2.06 0.67 1.69
C -1.56252 3.93220 1.98772 1.92 -2.22 0.54
O -1.85652 6.31920 2.49872 -0.81 -1.97 -0.89
H -4.34952 6.17420 1.57972 1.35 -2.89 0.60
H -4.22752 4.87120 2.74472 -3.12 -1.83 6.56
H -3.97452 4.30020 1.25072 -0.64 -0.62 -1.10
H -1.69052 2.94620 2.75872 -0.89 2.82 -2.16
H -0.38252 4.02020 2.28472 -2.77 0.51 -1.56
H -1.81452 3.58020 0.86572 1.09 0.44 2.56
```
Positions in Å, forces in eV/Å.

Net charge: 0
Frontier orbital gap (eV): 9.889
E_tot (Eh): -3627.38653
E_LUMO (Ha): 0.012

Per-atom Löwdin charges, elementary charge units: -0.055 -0.223 0.315 -0.216 -0.207 -0.077 -0.231 -0.097 0.070 0.061 0.099 0.102 0.036 0.137 0.089 0.098 0.092 -0.105 -0.184 0.585 -0.240 -0.267 -0.158 -0.149 -0.140 0.126 0.078 0.060 0.061 0.104 0.085 0.086 0.035 0.100 -0.177 -0.186 0.601 -0.282 -0.306 -0.153 -0.298 -0.068 0.112 0.062 0.116 0.128 0.110 0.055 0.083 0.095 0.077 -0.121 -0.210 0.394 -0.300 -0.218 -0.103 -0.221 -0.048 0.127 0.087 0.059 0.082 0.103 0.079 0.046 0.098 0.114 -0.016 -0.495 -0.013 0.042 0.123 0.127 0.047 0.092 0.107 -0.007 -0.016 -0.494 -0.012 0.072 0.110 0.046 0.091 0.062 0.101 0.014 -0.023 -0.493 -0.062 0.042 0.167 0.001 0.054 0.104 0.117 0.109